[1]
ORCA calculation (wB97M-V/def2-TZVPD) on a structure of composition C14H13Cl2N4O2Tc at a distorted geometry.

## Properties
**2S+1**: 2
**F_max**: 1.977 eV/Å
**Electronic energy**: -1910.857547 hartree
**LUMO level (alpha / beta)**: -13.6 / -13.5 eV
**Total charge**: +3

```
36
C14H13Cl2N4O2Tc (wB97M-V/def2-TZVPD)
Tc -0.21674 -0.28366 0.15653
Cl -6.37546 3.52471 -0.89170
C -4.83667 2.81541 -0.93519
C -4.18189 2.63844 -2.16787
C -2.94701 2.03047 -2.24133
Cl -2.11709 1.86168 -3.71866
C -2.32283 1.48469 -1.04784
O -1.25185 0.81727 -1.11621
C -2.98856 1.71605 0.21807
C -2.42654 1.20462 1.43390
O -1.46857 0.42108 1.56128
C -4.21535 2.39269 0.24960
H -4.66410 2.98316 -3.07371
H -2.91111 1.52512 2.36451
H -4.71401 2.55871 1.19468
C 2.74699 -3.28420 3.74264
N 2.33818 -2.25071 2.83791
C 2.99995 -1.07789 2.59786
C 2.25222 -0.37889 1.70044
N 1.13733 -1.11844 1.37552
C 1.24008 -2.25318 2.09208
H 3.68043 -3.01735 4.23613
H 2.89085 -4.22804 3.21311
H 1.98194 -3.44223 4.50709
H 3.93624 -0.82342 3.05614
H 2.43927 0.59807 1.28861
H 0.52254 -3.05468 2.08329
N -0.74548 -2.78729 -1.32031
C -1.47465 -3.90336 -1.39547
C -2.31241 -3.92094 -0.28450
C -2.02358 -2.75929 0.41424
N -1.06416 -2.06644 -0.22155
H -0.04200 -2.47431 -1.98190
H -1.37430 -4.60905 -2.20056
H -3.02954 -4.67429 -0.02376
H -2.45350 -2.41315 1.33632
```

=====

[2]
ORCA calculation (wB97M-V/def2-TZVPD) on the molecule C6H10 at a distorted geometry.

## Properties
**F_max**: 1.058 eV/Å
**Electronic energy**: -234.455774 hartree
**LUMO level (alpha / beta)**: 0.1 / 0.4 eV

```
16
C6H10 (wB97M-V/def2-TZVPD)
C -0.83985 -0.66502 1.54726
C -0.79560 0.36329 0.37433
C 0.44000 1.14939 0.64516
C 1.54152 0.29176 -1.41863
C 0.31331 -0.40082 -1.70028
C -0.78480 -0.37499 -0.92101
H 0.04928 -1.30390 1.50149
H -1.73187 -1.28705 1.45946
H -0.85906 -0.17496 2.52782
H -1.71319 0.96896 0.45101
H 0.24096 2.00434 1.31370
H 1.28929 0.59166 1.01223
H 2.16426 0.13946 -0.56142
H 2.16908 0.43815 -2.31515
H 0.21747 -0.86385 -2.68541
H -1.70080 -0.87640 -1.23056
```

=====

[3]
ORCA calculation (wB97M-V/def2-TZVPD) on a cluster of 3 separate species, C4H10O in total.

## Properties
**F_max**: 0.576 eV/Å
**Electronic energy**: -233.558757 hartree
**SMILES**: [H][H].CC=O.C=C
**LUMO level**: 1.1 eV

```
15
C4H10O (wB97M-V/def2-TZVPD)
H 1.68920 2.61675 1.19917
H 0.98602 2.39689 1.31327
C -2.07035 -0.31335 -0.45204
C -1.17216 0.75744 0.09298
O -0.68886 0.75133 1.20153
H -1.62697 -0.73908 -1.35978
H -2.23024 -1.09740 0.29145
H -3.02547 0.14401 -0.73552
H -0.98111 1.60182 -0.60306
C 1.87490 -0.47833 -0.86703
C 1.22976 -1.51713 -0.34462
H 2.40605 -0.52934 -1.81591
H 1.92203 0.47418 -0.34547
H 1.22591 -2.49084 -0.82862
H 0.69828 -1.43821 0.60278
```

=====

[4]
ORCA calculation (wB97M-V/def2-TZVPD) on a structure of composition C17H58F2HgNO16S2 at a distorted geometry.

## Properties
**2S+1**: 2
**F_max**: 11.148 eV/Å
**Electronic energy**: -3090.346233 hartree
**LUMO level (alpha / beta)**: -0.4 / -2.4 eV

```
97
C17H58F2HgNO16S2 (wB97M-V/def2-TZVPD)
Hg -1.69569 -0.55481 3.62383
N -0.59209 -0.63448 1.73778
S -0.64309 -1.50486 0.53038
O 0.44905 -2.49475 0.32706
O -1.34592 -1.06464 -0.67047
F -1.77423 -2.41030 1.27179
S 0.32884 0.59023 0.98159
O -0.40124 1.67826 0.33677
O 1.59409 0.17427 0.39680
F 0.78158 1.24260 2.34909
C -0.96879 -0.03505 -3.97801
O -2.28650 0.20853 -3.43306
H -0.59451 -0.95760 -3.53425
H -0.90868 -0.10627 -5.06402
H -0.24554 0.72591 -3.68483
H -2.55786 -0.46769 -2.80801
C 4.92485 -0.15469 0.35283
O 4.13395 0.53933 1.24636
H 5.95710 -0.18959 0.70118
H 4.60864 -1.16872 0.10817
H 5.02215 0.41408 -0.57190
H 3.21136 0.41258 1.01323
C -0.92422 2.73781 4.14855
O -2.03964 1.87040 3.74749
H -0.22004 2.07575 4.65245
H -0.48556 3.20620 3.26747
H -1.09931 3.59719 4.79578
H -2.84791 2.37486 3.62992
O -2.42082 -2.69942 4.12075
H -3.35357 -2.69306 4.33562
H -2.12453 -3.57656 4.36379
O 2.80781 -3.83738 1.04453
H 1.98529 -3.36329 0.92231
H 2.80769 -4.50016 0.35391
C 0.16887 -5.37247 2.84360
C -0.79848 -6.40902 3.43999
O -1.89124 -5.63483 3.96143
H 1.01527 -5.75711 2.27460
H 0.52785 -4.74648 3.66052
H -0.36631 -4.70406 2.16912
H -0.36871 -7.06607 4.19609
H -1.24788 -7.08718 2.71456
H -2.31730 -6.22478 4.58755
C -2.16989 -4.19638 -3.37963
C -2.34608 -5.00234 -2.06805
O -3.05005 -4.23546 -1.14800
H -2.03381 -3.11917 -3.28370
H -3.02305 -4.36432 -4.03692
H -1.35161 -4.69407 -3.90004
H -1.36387 -5.29603 -1.69778
H -2.86427 -5.93272 -2.30035
H -3.03386 -4.64104 -0.27803
C 2.58554 1.49160 -2.81161
C 1.99992 2.86789 -3.10183
O 2.54264 3.61826 -4.16112
H 1.92202 0.92563 -2.15776
H 3.58327 1.57213 -2.38017
H 2.66366 0.99664 -3.77961
H 2.03563 3.40542 -2.15426
H 0.95462 2.76450 -3.39299
H 2.09774 4.45630 -4.30727
C -3.52040 2.57926 0.53858
C -3.60706 1.44134 -0.54201
O -4.10790 0.28970 0.11039
H -3.00016 2.20106 1.41858
H -4.51536 2.96896 0.75373
H -2.89095 3.39351 0.17958
H -2.58325 1.41301 -0.91496
H -4.22843 1.82252 -1.35239
H -4.06309 -0.48331 -0.45711
C -0.94721 5.60514 -0.18925
C -1.70946 5.96620 1.13605
O -0.84701 5.88497 2.25363
H -0.84945 4.52163 -0.25669
H 0.05572 6.03198 -0.19461
H -1.60010 5.89930 -1.01102
H -2.58201 5.35608 1.36953
H -2.08975 6.98163 1.02477
H -1.16103 6.35352 3.03045
C 1.40510 -3.35644 -2.81323
C 2.30350 -2.19957 -2.50266
O 2.85269 -1.69595 -3.66464
H 0.72640 -3.57692 -1.98930
H 1.94386 -4.26140 -3.09413
H 0.83047 -3.09990 -3.70321
H 3.06586 -2.49502 -1.78182
H 1.78165 -1.39565 -1.98355
H 3.56672 -1.11612 -3.38976
C 3.43404 3.73042 0.80684
C 2.02815 4.34758 0.63969
O 1.79963 5.20369 1.79744
H 4.10071 4.58307 0.93584
H 3.78673 3.07968 0.00669
H 3.52909 3.04798 1.65144
H 1.19960 3.65501 0.49152
H 2.09322 4.96316 -0.25749
H 0.84614 5.31048 1.82999
```